# C24H36Br6F12N2O10

C24H36Br6F12N2O10 as an isolated structure (ωB97M-V with the def2-TZVPD basis set, OMol25).

Results
- net charge = -1
- max |F| (eV/A) = 5.92
- Kohn-Sham gap (alpha / beta) (eV) = 2.46 / 6.89
- multiplicity = 2

Geometry (Å):
C -1.910 -0.007 -4.222
C -0.972 -0.587 -3.219
O -0.367 0.223 -2.500
N -0.826 -1.924 -3.178
C 0.255 -2.579 -2.534
H -1.513 0.799 -4.841
H -2.682 0.437 -3.594
H -2.197 -0.743 -4.973
H -1.336 -2.407 -3.903
H 1.027 -2.401 -3.283
H 0.021 -3.628 -2.355
H 0.501 -2.017 -1.633
C -0.104 5.324 -5.706
C -1.040 4.712 -4.681
O -2.258 4.718 -4.737
N -0.374 4.074 -3.722
C -1.090 3.372 -2.609
H -0.065 4.724 -6.615
H 0.903 5.483 -5.319
H -0.529 6.239 -6.118
H 0.624 4.043 -3.877
H -1.786 4.087 -2.170
H -0.406 3.108 -1.803
H -1.676 2.532 -2.981
C 0.284 -5.797 6.213
C -0.974 -6.446 5.694
O -0.772 -6.730 4.292
C -1.164 -7.946 3.767
O -1.641 -8.922 4.449
C -0.956 -8.143 2.197
F 0.167 -8.836 2.005
F -1.963 -8.815 1.674
F -0.783 -6.987 1.571
H 1.148 -6.456 6.126
H 0.181 -5.672 7.291
H 0.475 -4.804 5.806
H -1.741 -5.675 5.767
H -1.339 -7.327 6.222
C -3.520 0.575 2.621
C -3.800 2.012 3.056
O -2.669 2.857 2.906
C -2.561 3.638 1.808
O -3.422 3.744 0.961
C -1.243 4.459 1.795
F -1.329 5.775 1.769
F -0.343 4.121 2.712
F -0.570 4.077 0.701
H -3.239 0.560 1.567
H -4.430 -0.006 2.767
H -2.641 0.173 3.125
H -4.041 1.937 4.116
H -4.668 2.415 2.534
C 0.965 -0.083 -6.653
C 2.477 0.214 -6.401
O 2.807 0.409 -5.002
C 2.582 1.531 -4.317
O 2.281 2.595 -4.819
C 2.963 1.286 -2.862
F 4.299 1.252 -2.714
F 2.416 2.239 -2.131
F 2.577 0.045 -2.456
H 0.381 0.792 -6.367
H 0.642 -0.992 -6.146
H 0.876 -0.120 -7.739
H 2.712 1.120 -6.959
H 3.131 -0.544 -6.833
C 0.555 1.599 1.313
C 1.470 0.351 1.277
O 0.979 -0.599 2.141
C 1.189 -1.885 1.872
O 1.853 -2.323 0.872
C 0.559 -2.836 2.868
F 0.266 -3.998 2.256
F 1.550 -3.017 3.778
F -0.542 -2.258 3.345
H -0.390 1.404 0.806
H 0.983 2.419 0.736
H 0.297 1.893 2.330
H 2.541 0.534 1.360
H 1.459 -0.050 0.263
C 5.347 1.949 2.206
Br 5.920 0.224 1.300
Br 3.831 1.630 3.442
Br 5.023 3.460 0.947
H 6.138 2.288 2.874
C -1.016 2.937 6.036
Br -0.129 1.583 4.867
Br 0.287 3.697 7.251
Br -2.654 2.183 7.013
H -1.266 3.708 5.306

Results of the Mulliken charge analysis, in e, for atoms 1 through 4: atom 1 (C): -1.31, atom 2 (C): 0.59, atom 3 (O): -0.35, atom 4 (N): -0.13



# C51H78O9

A 13-piece molecular cluster, C51H78O9 overall (ωB97M-V with the def2-TZVPD basis set, OMol25).

Results
- max |F| (eV/A) = 3.88
- Kohn-Sham gap (eV) = 9.11
- multiplicity = 1

Geometry (Å):
C 0.812 -14.647 -13.209
C 1.914 -15.266 -13.738
C 1.872 -15.925 -14.926
C 0.689 -15.917 -15.664
C -0.424 -15.247 -15.166
C -0.356 -14.577 -13.955
H 0.916 -14.138 -12.263
H 2.914 -15.224 -13.331
H 2.762 -16.410 -15.299
H 0.659 -16.474 -16.589
H -1.351 -15.279 -15.719
H -1.213 -14.026 -13.597
C 11.193 -22.341 -22.138
C 12.201 -21.448 -22.538
C 12.164 -20.183 -22.021
C 11.214 -19.771 -21.032
C 10.177 -20.633 -20.707
C 10.236 -21.976 -21.150
H 11.135 -23.343 -22.536
H 12.948 -21.755 -23.254
H 12.914 -19.447 -22.269
H 11.289 -18.769 -20.635
H 9.368 -20.298 -20.075
H 9.490 -22.659 -20.771
C 7.479 -15.778 -17.412
C 6.126 -16.071 -17.082
C 5.530 -17.179 -17.655
C 6.142 -17.858 -18.699
C 7.403 -17.570 -19.065
C 8.095 -16.503 -18.495
H 7.958 -14.946 -16.916
H 5.536 -15.515 -16.368
H 4.519 -17.411 -17.357
H 5.580 -18.716 -19.038
H 7.832 -18.154 -19.865
H 9.075 -16.199 -18.833
C 4.741 -21.190 -17.557
C 4.373 -21.605 -16.282
C 5.135 -22.474 -15.583
C 6.320 -22.857 -16.189
C 6.835 -22.297 -17.377
C 5.953 -21.520 -18.117
H 4.032 -20.550 -18.061
H 3.460 -21.233 -15.843
H 4.835 -22.841 -14.613
H 7.029 -23.486 -15.672
H 7.784 -22.544 -17.828
H 6.213 -21.189 -19.111
C 5.520 -11.020 -14.689
C 5.337 -12.521 -14.997
O 6.161 -13.374 -14.760
C 4.200 -12.886 -15.949
H 5.908 -10.542 -15.588
H 6.244 -10.844 -13.893
H 4.586 -10.477 -14.546
H 4.137 -13.973 -15.990
H 4.354 -12.489 -16.952
H 3.224 -12.592 -15.561
C 6.341 -19.812 -13.758
C 5.038 -19.094 -13.461
O 3.985 -19.669 -13.580
C 5.043 -17.604 -13.192
H 7.201 -19.256 -13.384
H 6.523 -19.910 -14.829
H 6.369 -20.826 -13.362
H 5.524 -16.987 -13.950
H 5.650 -17.459 -12.298
H 4.043 -17.184 -13.088
C 4.328 -14.988 -20.378
C 3.871 -14.673 -21.744
O 4.084 -15.338 -22.683
C 2.923 -13.524 -21.830
H 5.145 -15.706 -20.452
H 3.549 -15.458 -19.777
H 4.708 -14.174 -19.761
H 3.388 -12.538 -21.822
H 2.236 -13.680 -20.998
H 2.392 -13.490 -22.782
C 9.702 -10.480 -14.973
C 9.888 -11.207 -16.332
O 10.695 -10.834 -17.217
C 8.879 -12.345 -16.651
H 9.369 -11.167 -14.196
H 8.885 -9.786 -15.169
H 10.582 -9.938 -14.627
H 7.993 -11.726 -16.790
H 8.733 -12.984 -15.780
H 9.024 -12.893 -17.582
C 10.999 -15.641 -14.683
C 10.105 -14.615 -14.041
O 10.526 -13.490 -13.760
C 8.759 -15.170 -13.511
H 11.671 -15.148 -15.386
H 10.459 -16.530 -15.009
H 11.606 -16.079 -13.891
H 8.333 -15.838 -14.259
H 8.042 -14.354 -13.425
H 8.962 -15.635 -12.546
C 2.517 -18.484 -20.404
C 1.702 -18.259 -19.167
O 2.159 -18.388 -18.045
C 0.209 -18.054 -19.328
H 3.008 -17.536 -20.620
H 1.904 -18.742 -21.267
H 3.295 -19.226 -20.228
H 0.014 -17.014 -19.067
H -0.266 -18.700 -18.589
H -0.149 -18.208 -20.346
C 9.658 -17.933 -24.257
C 9.956 -16.743 -23.366
O 10.886 -15.994 -23.679
C 9.120 -16.496 -22.108
H 10.578 -18.365 -24.651
H 9.187 -17.499 -25.139
H 9.047 -18.698 -23.777
H 8.765 -15.479 -21.942
H 9.721 -16.811 -21.255
H 8.306 -17.221 -22.080
C 11.794 -19.456 -15.312
C 10.911 -19.137 -16.499
O 11.421 -18.632 -17.472
C 9.430 -19.474 -16.419
H 12.263 -20.439 -15.347
H 11.101 -19.463 -14.471
H 12.463 -18.625 -15.090
H 8.907 -19.499 -17.375
H 8.986 -18.673 -15.829
H 9.342 -20.492 -16.041
C 5.427 -19.306 -22.406
C 6.477 -20.384 -22.377
O 7.133 -20.496 -21.355
C 6.844 -21.120 -23.617
H 5.332 -18.873 -23.402
H 5.591 -18.485 -21.707
H 4.466 -19.671 -22.044
H 6.701 -22.119 -23.204
H 7.832 -20.970 -24.053
H 6.074 -20.986 -24.377

Results of the Mulliken charge analysis, in e, for atoms 1 through 4: atom 1 (C): -0.78, atom 2 (C): -0.13, atom 3 (C): -0.27, atom 4 (C): -0.26



# C5H11N3

An isolated molecule of C5H11N3 (ωB97M-V with the def2-TZVPD basis set, OMol25).

Results
- SMILES = CN1[C@@H]2C(N)(N)[C@]21C
- relative energy (zero: lowest compared OMol25 entry of this formula, charge and spin) (kJ/mol) = 768.40
- max |F| (eV/A) = 4.97
- Kohn-Sham gap (alpha / beta) (eV) = 7.28 / 6.31
- multiplicity = 1

Geometry (Å):
C -0.981 -0.393 -2.238
N -1.026 -0.883 -0.863
C -1.045 0.189 0.150
C 0.284 0.720 0.660
N 0.498 0.773 2.093
N 0.909 1.884 0.068
C 0.230 -0.561 -0.159
C 0.778 -1.778 0.534
H -0.768 -1.231 -2.910
H -1.957 0.016 -2.523
H -0.223 0.379 -2.419
H -1.574 1.025 -0.291
H 0.244 -0.116 2.523
H -0.136 1.453 2.511
H 0.280 2.681 0.086
H 1.695 2.139 0.666
H 0.128 -2.120 1.346
H 0.892 -2.602 -0.180
H 1.773 -1.573 0.944

Results of the natural (NBO) charge analysis, in e, for atoms 1 through 4: atom 1 (C): -0.44, atom 2 (N): -0.36, atom 3 (C): -0.30, atom 4 (C): 0.25



# C15H28F6N3OPPmSi2

C15H28F6N3OPPmSi2 as an isolated structure (ωB97M-V with the def2-TZVPD basis set, OMol25).

Results
- relative energy (zero: lowest compared OMol25 entry of this formula, charge and spin) (kJ/mol) = 0.00
- max |F| (eV/A) = 2.50
- Kohn-Sham gap (alpha / beta) (eV) = 7.45 / 6.88
- multiplicity = 6

Geometry (Å):
Pm -0.437 -1.029 0.364
C 2.448 -2.726 -2.139
Si 2.879 -1.862 -0.554
C 4.727 -1.686 -0.532
C 2.472 -2.838 0.998
N 1.830 -0.457 -0.410
C 2.114 0.839 -0.464
C 3.452 1.361 -0.566
C 3.712 2.692 -0.551
C 2.648 3.627 -0.427
C 1.362 3.200 -0.361
C 1.004 1.806 -0.416
N -0.259 1.358 -0.418
Si -1.591 2.508 -0.606
C -1.804 3.535 0.931
C -1.380 3.588 -2.111
C -3.200 1.628 -0.943
H 2.378 -3.809 -2.017
H 3.225 -2.520 -2.881
H 1.496 -2.380 -2.543
H 5.116 -2.710 -0.556
H 5.108 -1.202 0.370
H 5.120 -1.165 -1.409
H 2.355 -3.909 0.823
H 1.574 -2.494 1.518
H 3.277 -2.689 1.724
H 4.271 0.662 -0.635
H 4.733 3.044 -0.617
H 2.864 4.687 -0.383
H 0.579 3.935 -0.254
H -1.135 4.397 0.969
H -1.617 2.936 1.827
H -2.832 3.909 0.980
H -0.445 4.144 -2.177
H -2.207 4.305 -2.127
H -1.463 2.970 -3.011
H -3.809 1.480 -0.048
H -3.085 0.656 -1.425
H -3.766 2.271 -1.625
N -4.627 -0.983 1.822
C -3.330 -0.701 1.665
O -2.802 -0.871 0.550
C -2.552 -0.143 2.819
C -1.061 -0.518 2.772
H -5.141 -1.379 1.053
H -5.060 -0.915 2.725
H -3.069 -0.418 3.748
H -2.672 0.944 2.723
H -0.932 -1.456 3.326
H -0.502 0.235 3.333
F -1.367 -2.172 -1.342
P -1.457 -3.783 -0.717
F 0.154 -3.646 -0.594
F -3.020 -3.649 -0.746
F -1.455 -3.082 0.821
F -1.356 -4.316 -2.190
F -1.464 -5.209 -0.063

Results of the natural (NBO) charge analysis, in e, for atoms 1 through 4: atom 1 (Pm): 2.05, atom 2 (C): -1.13, atom 3 (Si): 1.79, atom 4 (C): -1.14



# C10H16N2O2P

A 2-piece molecular cluster, C10H16N2O2P overall (ωB97M-V with the def2-TZVPD basis set, OMol25).

Results
- relative energy (zero: lowest compared OMol25 entry of this formula, charge and spin) (kJ/mol) = 0.00
- net charge = +1
- max |F| (eV/A) = 1.18
- Kohn-Sham gap (eV) = 9.42
- multiplicity = 1

Geometry (Å):
N 4.274 -0.852 1.658
C 3.139 -0.071 1.569
O 3.155 1.134 1.371
C 1.834 -0.799 1.845
C 0.668 0.162 1.563
P -0.830 -0.428 2.370
C -2.316 -0.286 1.365
C -3.553 -0.040 2.225
O -4.023 -0.932 2.886
H 4.112 -1.808 1.375
H 5.021 -0.469 1.094
H 1.790 -1.132 2.877
H 1.754 -1.679 1.216
H 0.939 1.121 1.990
H 0.498 0.296 0.504
H -0.960 0.225 3.597
H -0.668 -1.775 2.686
H -2.189 0.453 0.581
H -2.462 -1.254 0.902
H -3.992 0.963 2.231
N -1.034 0.399 -1.754
C -0.054 1.258 -2.047
C 0.390 1.511 -3.333
C -0.213 0.835 -4.381
C -1.231 -0.060 -4.098
C -1.604 -0.240 -2.777
H 0.394 1.775 -1.203
H 1.186 2.221 -3.508
H 0.105 1.004 -5.401
H -1.730 -0.607 -4.885
H -2.400 -0.928 -2.519

Results of the natural (NBO) charge analysis, in e, for atoms 1 through 4: atom 1 (N): -0.79, atom 2 (C): 0.68, atom 3 (O): -0.58, atom 4 (C): -0.51



# C18H54O9

A 9-piece molecular cluster, C18H54O9 overall (ωB97M-V with the def2-TZVPD basis set, OMol25).

Results
- relative energy (zero: lowest compared OMol25 entry of this formula, charge and spin) (kJ/mol) = 81.39
- net charge = -1
- max |F| (eV/A) = 3.09
- Kohn-Sham gap (alpha / beta) (eV) = 1.73 / 9.63
- multiplicity = 2

Geometry (Å):
C -14.185 2.062 -6.811
C -12.955 2.039 -7.706
C -12.510 3.525 -8.058
O -11.817 1.416 -7.137
H -14.526 1.083 -6.474
H -14.994 2.638 -7.259
H -13.850 2.576 -5.910
H -13.128 1.414 -8.581
H -12.174 4.095 -7.191
H -13.310 3.950 -8.663
H -11.678 3.509 -8.761
H -11.037 1.894 -7.428
C -15.072 6.025 -6.466
C -15.789 7.288 -5.890
C -15.565 7.411 -4.400
O -15.366 8.475 -6.542
H -13.986 6.077 -6.388
H -15.336 6.038 -7.523
H -15.281 5.031 -6.070
H -16.854 7.223 -6.113
H -15.793 8.425 -4.069
H -14.516 7.235 -4.160
H -16.174 6.679 -3.869
H -16.019 9.157 -6.366
C -12.341 -3.789 -8.336
C -13.410 -2.860 -7.919
C -13.145 -2.468 -6.453
O -13.354 -1.775 -8.738
H -12.150 -3.996 -9.389
H -12.660 -4.671 -7.781
H -11.416 -3.403 -7.909
H -14.426 -3.221 -8.081
H -12.191 -1.948 -6.372
H -13.088 -3.167 -5.617
H -13.911 -1.732 -6.210
H -12.706 -1.219 -8.299
C -18.132 3.475 -7.479
C -19.286 4.347 -7.846
C -19.067 5.804 -7.693
O -19.485 4.026 -9.192
H -18.422 2.425 -7.524
H -17.856 3.653 -6.439
H -17.206 3.660 -8.024
H -20.176 4.115 -7.260
H -18.248 6.092 -8.353
H -18.887 6.192 -6.690
H -19.957 6.356 -7.995
H -19.051 4.735 -9.671
C -14.690 6.423 -9.944
C -13.775 6.580 -11.127
C -12.396 5.818 -10.979
O -14.456 6.081 -12.252
H -14.383 6.914 -9.021
H -14.889 5.409 -9.596
H -15.652 6.892 -10.152
H -13.549 7.632 -11.303
H -12.206 5.263 -11.899
H -12.454 5.029 -10.229
H -11.582 6.387 -10.531
H -14.734 5.192 -12.021
C -7.397 6.754 -7.708
C -8.770 7.339 -7.996
C -9.769 6.214 -8.038
O -9.262 8.186 -6.980
H -7.172 6.010 -8.472
H -7.452 6.448 -6.663
H -6.613 7.500 -7.843
H -8.736 7.789 -8.988
H -10.840 6.405 -8.103
H -9.547 5.594 -7.169
H -9.577 5.602 -8.920
H -9.614 7.578 -6.325
O -10.640 -0.853 -4.714
H -11.185 -0.405 -5.362
H -11.227 -1.010 -3.974
O -12.161 -0.853 -11.323
H -11.890 0.043 -11.525
H -12.581 -0.789 -10.465
O -9.257 2.321 -7.724
H -9.303 2.365 -6.769
H -8.447 2.781 -7.946

Results of the Mulliken charge analysis, in e, for atoms 1 through 4: atom 1 (C): -0.92, atom 2 (C): 0.53, atom 3 (C): -1.36, atom 4 (O): -0.69